Entry 1:
ORCA calculation (the ωB97M-V functional and the def2-TZVPD basis) on one molecule with the formula C5H7NO2.

```
15
Properties=species:S:1:pos:R:3:lowdin_charge:R:1
C -0.60 2.53 0.08 -0.118
C -0.47 -2.18 -0.05 -0.015
N 1.69 0.04 -0.47 0.072
C 0.37 0.27 -0.40 -0.300
C 0.30 1.61 -0.62 0.053
C -0.73 -0.70 -0.03 -0.367
O 2.07 -0.94 0.44 -0.038
O -1.82 -0.24 0.24 0.095
H 3.03 -1.00 0.31 0.106
H -1.56 2.37 -0.44 0.105
H -0.33 3.58 -0.04 0.064
H -0.79 2.29 1.13 0.085
H -1.42 -2.71 -0.14 0.087
H 0.21 -2.45 -0.87 0.086
H 0.03 -2.48 0.87 0.087
```

- HOMO level (spin up / spin down) (Ha) = -0.30044 / -0.30089
- lowest unoccupied orbital energy (spin up / spin down) (eV) = -0.46 / -0.45
- energy above the lowest of the compared OMol25 structures with the same formula, charge and spin (kJ/mol) = 538.92


Entry 2:
ORCA calculation (the ωB97M-V functional and the def2-TZVPD basis) on a 5-piece molecular cluster, C30H25N5O10 overall.

```
70
Properties=species:S:1:pos:R:3:lowdin_charge:R:1
C 8.00 3.48 23.39 -0.058
C 7.54 4.83 23.42 -0.048
C 7.55 5.55 22.22 0.005
C 8.16 4.98 21.07 -0.177
C 8.58 3.67 21.10 -0.009
C 8.48 2.93 22.23 -0.079
N 8.38 5.82 19.94 -0.257
O 8.40 5.26 18.79 0.036
O 8.71 7.05 20.13 0.058
H 7.98 3.02 24.37 0.105
H 7.22 5.34 24.31 0.104
H 7.04 6.49 22.29 0.119
H 9.00 3.29 20.18 0.126
H 8.77 1.89 22.31 0.113
C 0.20 -3.71 20.56 -0.085
C 1.27 -3.17 19.84 -0.060
C 1.36 -1.82 19.64 0.001
C 0.30 -1.03 20.18 -0.129
C -0.77 -1.66 20.77 -0.036
C -0.88 -3.02 21.01 -0.057
N 0.45 0.46 20.11 -0.313
O -0.55 1.18 20.16 0.074
O 1.53 0.96 19.76 0.026
H 0.08 -4.75 20.79 0.107
H 2.12 -3.80 19.60 0.108
H 2.31 -1.38 19.36 0.115
H -1.59 -1.04 21.09 0.120
H -1.74 -3.49 21.47 0.121
C 4.23 3.00 19.72 -0.062
C 3.96 4.14 20.44 -0.048
C 4.52 5.41 20.04 0.006
C 5.20 5.51 18.86 -0.180
C 5.45 4.37 18.11 -0.024
C 4.93 3.16 18.50 -0.048
N 5.69 6.82 18.36 -0.279
O 6.27 6.97 17.27 0.056
O 5.29 7.85 19.00 0.030
H 3.77 2.12 20.13 0.089
H 3.52 3.99 21.41 0.091
H 4.26 6.31 20.58 0.114
H 6.04 4.49 17.21 0.120
H 5.09 2.33 17.83 0.106
C 9.30 8.86 17.01 -0.087
C 10.36 8.96 17.87 -0.062
C 10.98 10.19 17.94 -0.006
C 10.63 11.25 17.07 -0.116
C 9.52 11.06 16.21 0.000
C 8.88 9.87 16.24 -0.102
N 11.23 12.59 17.08 -0.337
O 10.56 13.52 16.65 0.074
O 12.34 12.60 17.64 0.056
H 8.73 7.97 16.79 0.100
H 10.75 8.16 18.48 0.105
H 11.85 10.21 18.58 0.114
H 9.12 11.77 15.49 0.119
H 7.95 9.68 15.72 0.117
C -0.01 3.73 24.90 -0.076
C -0.82 2.95 25.72 -0.067
C -0.69 1.57 25.68 0.008
C -0.01 1.03 24.56 -0.109
C 0.79 1.89 23.73 0.002
C 0.87 3.24 23.95 -0.061
N -0.27 -0.34 24.15 -0.377
O -1.27 -0.88 24.50 0.096
O 0.53 -0.87 23.41 0.073
H 0.04 4.76 25.23 0.105
H -1.48 3.42 26.43 0.109
H -1.30 1.04 26.40 0.116
H 1.21 1.43 22.84 0.102
H 1.62 3.77 23.38 0.103
```

- HOMO level (Ha) = -0.34755
- SMILES string = O=[N+]([O-])c1ccccc1.O=[N+]([O-])c1ccccc1.O=[N+]([O-])c1ccccc1.O=[N+]([O-])c1ccccc1.O=[N+]([O-])c1ccccc1
- lowest unoccupied orbital energy (eV) = -1.24
- energy above the lowest of the compared OMol25 structures with the same formula, charge and spin (kJ/mol) = 331.35


Entry 3:
ORCA calculation (the ωB97M-V functional and the def2-TZVPD basis) on C10H10INO2 as an isolated structure.

```
24
Properties=species:S:1:pos:R:3:lowdin_charge:R:1
C 1.99 1.36 -0.03 -0.313
C -1.51 0.20 -0.11 -0.014
C -1.97 0.12 1.27 -0.056
C -0.34 -0.21 -0.58 -0.160
C -1.54 -0.69 2.22 -0.104
C -0.33 0.03 -2.08 -0.472
C 0.79 -0.87 0.13 -0.189
C 1.96 0.10 0.15 -0.666
C -1.22 -1.47 3.15 0.013
C 0.99 -0.52 -4.04 -0.033
N 2.06 2.55 -0.26 0.200
O -1.14 0.75 -2.58 0.109
O 0.66 -0.62 -2.68 -0.034
I 3.74 -0.62 1.11 0.816
H -2.09 0.87 -0.81 0.145
H -2.67 0.80 1.60 0.084
H 0.53 -0.98 1.19 0.086
H 1.08 -1.80 -0.43 0.136
H -1.63 -2.50 3.12 0.088
H -0.49 -1.36 3.88 0.051
H 2.60 2.91 -0.94 0.036
H 1.81 -1.13 -4.39 0.096
H 1.16 0.52 -4.32 0.098
H 0.09 -0.85 -4.50 0.082
```

- HOMO level (Ha) = -0.31336
- lowest unoccupied orbital energy (eV) = -0.26
- energy above the lowest of the compared OMol25 structures with the same formula, charge and spin (kJ/mol) = 197.70